## P
A structure of composition C26H28AsF3N4O4ReS2. Source: the OMol25 dataset; level of theory: ωB97M-V with the def2-TZVPD basis set.

The frontier orbital gap (spin up / spin down) is 6.17 / 6.30 eV. For the HOMO energy (spin up / spin down), the calculation gives -0.28524 / -0.28508 Eh.

Geometry as ORCA input:
```
! RIJCOSX wB97M-V def2-TZVPD def2/J DEFGRID3
* xyz 0 2
H -3.82334 0.24204 -4.30854
C 4.36470 1.81430 -2.13581
C -2.70702 -2.34023 4.64854
C 0.92659 -2.51631 0.28303
C -0.38168 -2.37366 -0.44931
H -2.52259 -3.27358 5.18193
H -0.62641 -1.94590 4.16131
H -3.68550 -1.87349 1.67434
H 1.54921 -4.46277 -0.32238
C 2.08665 1.25946 -1.41593
C 1.77590 -3.60527 0.29511
C 2.25914 -0.10238 2.62346
C 2.23838 -1.38670 1.83623
H -5.65193 -0.31668 1.61593
C -2.25876 0.93352 3.91548
H -3.15860 0.64861 4.46192
C 3.44517 2.31891 -4.70925
H -3.37055 -0.51607 0.61725
C 5.78230 2.87329 -5.45012
H 1.50565 1.80683 -3.95318
N 1.18138 -1.44847 1.03283
O -0.93743 -3.23606 -1.06006
C -3.34255 -0.16473 -3.41662
C -1.95226 2.70565 0.33972
C 4.79085 2.45718 -4.40566
O 3.08262 0.19171 3.43951
H 3.59156 -4.38346 1.13074
N -1.20008 1.80299 0.48345
F 6.74422 1.94245 -5.62690
C 5.25173 2.20857 -3.11749
H -1.30105 1.95570 5.56329
H 3.98748 -2.36463 2.56502
C -1.58941 -2.04952 3.65639
H -2.98841 1.94335 -2.89582
C -1.02091 -0.47405 -3.30078
H 3.09394 2.50856 -5.71347
H -4.64683 1.01186 2.18005
O 1.19064 0.63783 2.31171
N -1.28473 0.70981 -2.70037
C 3.13551 -2.43529 1.90371
S 0.45969 -1.21078 -3.48577
H -2.79367 -1.54816 5.39392
H -0.61453 1.12632 -2.07065
H -0.17555 1.42596 4.31291
C 2.55369 1.93379 -3.72276
F 5.21482 3.08428 -6.64937
H -3.01665 0.86086 -1.50270
Re -0.01865 0.23988 0.83340
C 2.90162 -3.55091 1.10858
H -0.86239 0.25711 5.44127
C -1.08001 1.15431 4.85813
C -3.54683 -0.79022 1.65784
N -2.18736 -0.97286 -3.75612
C 1.30694 0.89518 -0.55444
As -1.85364 -0.43424 2.58797
H -4.98058 -0.35798 3.24214
S -2.97930 3.90095 0.12944
C -4.77083 -0.07167 2.21062
H -2.49201 1.84117 3.35528
H -1.48022 -2.86471 2.93615
H -2.20805 -1.86459 -4.21515
H 6.30354 2.32114 -2.88871
H -3.67104 -2.43435 4.14543
F 6.41951 4.01391 -5.10843
C 3.00449 1.67260 -2.42883
C -2.71491 0.94736 -2.54999
O -0.88177 -1.15169 -0.22774
H -4.08251 -0.74197 -2.86062
H 4.71262 1.61594 -1.13105
*
```

---

## Q
A structure of composition C26H28AsF3N4O4ReS2. Source: the OMol25 dataset; level of theory: ωB97M-V with the def2-TZVPD basis set.

The frontier orbital gap (spin up / spin down) is 5.28 / 5.74 eV. For the HOMO energy (spin up / spin down), the calculation gives -0.28648 / -0.28676 Eh.

Geometry as ORCA input:
```
! RIJCOSX wB97M-V def2-TZVPD def2/J DEFGRID3
* xyz 0 2
H -1.43040 -1.09330 -5.05780
H 4.05630 -1.68460 1.42760
C 1.90080 -0.36910 2.13780
F 7.29010 0.95580 5.00230
H -0.26550 1.11890 -4.99490
H -1.75680 3.84470 -3.10850
C -4.51990 0.52470 1.48650
O -1.71750 3.80960 1.37910
H 1.66800 2.54670 -1.80750
C -3.68700 1.63310 1.57610
H -4.17950 3.22260 -2.78220
F 6.78200 -0.77630 6.16100
H 0.52530 3.85900 -2.04510
N -0.72250 -3.85830 -4.77010
H -1.75920 -5.60050 -5.34670
H -0.02830 -3.80150 -5.49400
C -4.04360 -0.62860 0.87440
O -0.27920 2.39650 0.44650
C 2.58980 -0.09550 -1.82330
Re -0.07900 0.33220 -0.26860
S 0.96150 -2.84550 -2.98070
C 3.09480 -0.43440 2.88260
C -1.95000 -4.61380 -4.91770
H -3.68360 1.58400 -2.34280
H -1.53250 -1.10320 -3.29860
O -2.80120 -2.78470 -0.66600
S 3.87470 -0.27700 -2.71710
C 0.90660 2.93430 -2.49500
H 2.28310 3.99720 -3.77570
H 4.60330 0.86170 5.62840
C -2.45940 -4.70530 -3.46730
C -2.08610 2.80370 -3.16310
H -5.52710 0.55920 1.87160
C -3.37070 2.62990 -2.35580
C 5.54120 -0.39960 4.17680
C -2.39770 1.54420 1.07090
H -3.37370 -4.12880 -3.30620
H -2.26760 2.55820 -4.21440
H 0.58780 -0.05440 -3.97730
C -0.41830 -3.63190 -3.47370
C -2.74760 -0.64300 0.38920
C -1.40110 2.70460 0.99480
H 0.76710 3.54870 -4.56700
As -0.59950 1.64790 -2.49150
C -0.34170 0.51150 -4.08810
N -1.36910 -4.14810 -2.68840
H -2.46790 0.07320 -4.22640
C 1.52630 3.21670 -3.85700
C -2.13720 -1.79220 -0.39290
N -1.94010 0.42220 0.50440
N 1.62730 0.09100 -1.16250
C -1.51580 -0.45910 -4.17830
C 3.24640 0.28250 4.07380
H -4.01480 2.55530 2.02950
H -1.57610 -3.79660 -1.75330
C 5.40100 -1.12450 2.99860
H -2.64860 -4.08230 -5.56950
C 4.18180 -1.14200 2.35290
O -0.93430 -1.60840 -0.78940
C 0.94730 -0.24050 1.39090
H 2.41200 0.83750 4.47290
H -3.21900 2.95140 -1.32370
C 4.46600 0.30130 4.71520
H 2.00470 2.31840 -4.24920
H -2.64410 -5.73730 -3.15780
C 6.85460 -0.31540 4.89620
H -4.64170 -1.51670 0.75140
H 6.24500 -1.66070 2.59060
F 7.84270 -0.99980 4.30670
*
```

---

Sorted by energy, starting with the most stable: P, Q.

---

## P
A structure of composition C4H14NO2. Source: the OMol25 dataset; level of theory: ωB97M-V with the def2-TZVPD basis set.

The frontier orbital gap is 3.87 eV. For the HOMO energy, the calculation gives -0.50286 Eh.

Geometry as ORCA input:
```
! RIJCOSX wB97M-V def2-TZVPD def2/J DEFGRID3
* xyz 1 1
H -1.80943 -1.74099 0.61543
H -0.21809 -0.12876 -1.79270
C -2.06116 -0.19111 -0.68776
N 2.63093 1.76727 -0.68267
H -0.35108 -0.74857 0.27424
H -2.65798 0.26593 2.10395
C -1.40165 -0.71824 0.55048
H 2.32997 -0.15913 1.94137
H -1.08186 1.02965 1.71765
H 3.49152 1.23841 -0.76048
H -1.26947 -0.50463 2.65253
C -1.31495 -0.18666 -1.84042
H 1.47823 -0.57326 0.36921
H -3.09402 0.15307 -0.68611
O 1.17085 -0.83760 -0.79305
H -1.88055 -0.24393 -2.77036
C -1.62187 0.08767 1.79581
H 2.57284 2.39359 -1.47846
O 1.56061 -0.52542 1.49049
H 1.85148 1.12206 -0.72580
H 1.67569 -1.49934 -1.29335
*
```

---

## Q
A cluster of 2 separate species, C4H14NO2 in total. Source: the OMol25 dataset; level of theory: ωB97M-V with the def2-TZVPD basis set.

The frontier orbital gap is 11.60 eV. For the HOMO energy, the calculation gives -0.54104 Eh.

Geometry as ORCA input:
```
! RIJCOSX wB97M-V def2-TZVPD def2/J DEFGRID3
* xyz 1 1
C 0.96771 0.01032 -0.16394
O -0.72722 -0.81298 -1.46809
H 0.45235 -1.41787 1.24310
H 0.97941 -1.97690 -1.16052
C 0.67033 1.46626 -0.48326
C 0.67759 -0.93070 -1.30772
H 1.40313 1.77634 -1.21904
C 0.83396 2.36665 0.72089
H -3.58031 -2.24228 0.18059
H 1.85956 2.44447 1.08506
H 2.03199 -0.01840 0.09056
N 0.13908 -0.48709 0.97803
H -0.32888 1.55960 -0.90212
H -0.84534 -0.48016 0.68369
H -1.09787 -1.37610 -2.15615
H 0.47453 3.38526 0.54427
H 0.23066 0.08555 1.81757
H 0.22859 2.08152 1.57887
O -2.75291 -2.12898 0.66851
H 1.23092 -0.62634 -2.18421
H -2.84727 -2.67818 1.45392
*
```

---

## R
A cluster of 3 separate species, C4H14NO2 in total. Source: the OMol25 dataset; level of theory: ωB97M-V with the def2-TZVPD basis set.

The frontier orbital gap is 11.02 eV. For the HOMO energy, the calculation gives -0.51438 Eh.

Geometry as ORCA input:
```
! RIJCOSX wB97M-V def2-TZVPD def2/J DEFGRID3
* xyz 1 1
H -1.39161 -0.44979 -1.37033
H -0.09330 -2.89539 -0.50815
H 1.83597 2.87793 1.33682
H -1.60728 -2.97420 0.15519
H -1.08132 -3.92948 -2.31702
H -0.18474 1.43627 1.42858
H 4.06790 3.37222 1.19445
C -1.43334 -2.93307 -2.09560
C -1.14863 -1.01623 -0.48234
O 1.04713 2.61448 1.83550
H -2.49239 -2.85249 -2.36271
H -1.80491 1.36807 0.96946
H 4.25300 2.68561 -0.12576
N -0.85343 1.12115 0.68925
H -0.37178 -0.79695 1.51138
O 3.56647 3.08323 0.42209
C -1.09861 -2.49798 -0.67770
H 1.25801 2.80160 2.75645
H -0.95431 -2.18754 -2.74868
C -0.78437 -0.37392 0.61003
H -0.72845 1.54645 -0.22092
*
```

---

## S
A cluster of 2 separate species, C4H14NO2 in total. Source: the OMol25 dataset; level of theory: ωB97M-V with the def2-TZVPD basis set.

The frontier orbital gap is 11.91 eV. For the HOMO energy, the calculation gives -0.54271 Eh.

Geometry as ORCA input:
```
! RIJCOSX wB97M-V def2-TZVPD def2/J DEFGRID3
* xyz 1 1
N 0.01072 0.66302 0.12581
H 0.55606 0.57923 -0.76439
C 0.88477 1.51861 0.98120
C -0.56364 -0.59081 0.67711
O 0.77838 1.37226 -2.38464
H 0.30084 2.02393 1.74475
H 0.51160 -0.82386 2.52640
H 1.41460 2.07138 -2.58470
H -0.37194 -2.01215 -1.01885
H 0.96340 0.71503 -3.06755
H -2.64621 -0.64748 -1.51307
H 1.23887 2.32525 0.33701
C -1.10558 -1.40531 -0.47508
O -1.69152 -0.52412 -1.43815
H -0.74030 1.25627 -0.22819
H -1.84664 -2.14151 -0.15874
H 1.70962 0.95161 1.39724
C 0.43353 -1.32131 1.55106
H -1.39496 -0.29171 1.30525
H 0.10716 -2.32123 1.81762
H 1.45124 -1.39710 1.16989
*
```

---

Sorted by energy, starting with the most stable: Q, S, R, P.

---

## P
A cluster of 2 separate species, C4H14NO2 in total. Source: the OMol25 dataset; level of theory: ωB97M-V with the def2-TZVPD basis set.

The frontier orbital gap is 11.63 eV. For the HOMO energy, the calculation gives -0.54204 Eh.

Geometry as ORCA input:
```
! RIJCOSX wB97M-V def2-TZVPD def2/J DEFGRID3
* xyz 1 1
O -2.86200 -0.44408 0.72414
H -0.03853 -1.38095 -1.83854
H -2.22962 -0.63051 -1.24808
H -3.69758 -0.31400 0.26032
H 2.25929 -1.16440 -1.91399
H 2.76888 1.66230 1.82872
H 2.18400 -1.28493 -0.04540
C -1.92444 -0.88944 -0.22564
H -1.11040 1.26176 1.27249
H 0.29722 1.49782 0.45814
H 0.35411 0.30105 -1.86308
C -0.51251 -0.35803 0.02425
H -1.30888 1.58018 -0.20594
H 1.90781 1.50444 3.04133
O 1.83909 1.63936 2.08498
H -0.01664 -0.90516 0.87542
C 1.86230 -0.76073 -0.95942
N -0.63527 1.06123 0.37070
C 0.37877 -0.61208 -1.21748
H -1.89991 -1.98636 -0.39707
H 2.38432 0.22253 -1.02585
*
```

---

## Q
A cluster of 3 separate species, C4H14NO2 in total. Source: the OMol25 dataset; level of theory: ωB97M-V with the def2-TZVPD basis set.

The frontier orbital gap is 4.32 eV. For the HOMO energy, the calculation gives -0.43275 Eh.

Geometry as ORCA input:
```
! RIJCOSX wB97M-V def2-TZVPD def2/J DEFGRID3
* xyz 1 1
H -2.49730 -0.26259 1.46210
C 0.84654 -0.04982 1.63207
H 2.68636 -1.30423 0.20026
H -3.11618 0.12237 -2.56918
H -0.15734 -0.49778 -0.02858
H 3.69584 0.13353 0.03476
C 1.81762 0.52180 0.67987
H 2.62589 1.02580 -1.91309
N -2.76366 0.74121 -1.86470
C 2.46908 -0.02216 -1.66988
H -2.78939 1.72224 -2.09723
H 3.19261 -0.64062 -2.18420
C 2.67992 -0.26583 -0.12718
H -3.96209 -0.77138 1.39691
H 0.63773 0.64030 2.44446
H 1.93840 1.60285 0.62854
H 1.47897 -0.32776 -1.98442
H -2.88889 0.47676 -0.90146
H 1.22161 -0.99027 2.04572
O -3.15088 -0.68188 0.88470
O -0.37082 -0.29562 0.89925
*
```

---

Sorted by energy, starting with the most stable: P, Q.